1.
Computed, not measured: C24H35CrN3O3PS5Sb as an isolated structure at a distorted geometry, with ωB97M-V with the def2-TZVPD basis set.

## Properties
energy relative to the best compared isomer or geometry (same formula, charge and spin) = 0.439 eV
F_max = 2.05 eV/A
DFT total energy = -134498.065 eV
E_HOMO (alpha / beta) = -2.00 / -4.50 eV

The geometry in ORCA input format:
```
! RIJCOSX wB97M-V def2-TZVPD def2/J DEFGRID3
* xyz -1 6
Cr -0.030 0.494 -0.732
S -1.708 6.066 -1.697
Sb -1.082 4.298 -3.000
S -1.172 0.936 -2.716
S -1.353 2.405 -1.282
S 4.296 0.071 -1.886
C 4.030 1.800 -1.753
C 4.983 2.797 -1.819
C 4.570 4.120 -1.707
C 3.219 4.411 -1.535
C 2.265 3.412 -1.458
C 2.658 2.072 -1.558
N 1.859 0.965 -1.488
C 2.575 -0.190 -1.619
C 1.968 -1.454 -1.486
C 2.640 -2.675 -1.718
C 1.936 -3.865 -1.674
C 0.577 -3.860 -1.385
C -0.069 -2.648 -1.093
C 0.586 -1.430 -1.119
H 6.027 2.541 -1.958
H 5.301 4.918 -1.752
H 2.910 5.447 -1.461
H 1.226 3.657 -1.292
H 3.700 -2.669 -1.950
H 2.443 -4.801 -1.883
H 0.014 -4.787 -1.385
H -1.123 -2.694 -0.835
C -4.656 -1.859 -3.520
C -3.516 -2.244 -2.582
N -3.200 -1.151 -1.670
C -3.038 -1.292 -0.366
S -2.022 -0.276 0.531
N -3.715 -2.289 0.287
C -5.170 -2.415 0.179
C -5.610 -3.709 0.847
H -4.884 -2.673 -4.209
H -4.370 -0.981 -4.098
H -5.553 -1.613 -2.949
H -2.615 -2.460 -3.163
H -3.759 -3.133 -1.999
H -2.595 -0.417 -2.081
H -3.402 -2.328 1.248
H -5.450 -2.413 -0.873
H -5.667 -1.561 0.652
H -5.098 -4.559 0.395
H -6.686 -3.852 0.750
H -5.357 -3.692 1.909
C -0.869 -0.808 3.801
C -0.560 0.630 3.427
O 0.758 0.735 2.883
P 1.080 0.929 1.290
O 1.107 2.510 1.106
C 1.778 3.416 2.000
C 0.782 4.471 2.437
O 2.645 0.613 1.423
C 3.081 -0.740 1.640
C 3.783 -0.842 2.980
H -1.899 -0.884 4.153
H -0.186 -1.155 4.577
H -0.756 -1.445 2.925
H -0.570 1.262 4.317
H -1.305 1.016 2.728
H 2.609 3.853 1.446
H 2.180 2.865 2.852
H 0.370 4.981 1.566
H 1.264 5.203 3.086
H -0.040 4.003 2.979
H 3.761 -0.996 0.831
H 2.229 -1.426 1.596
H 4.647 -0.177 2.994
H 4.121 -1.869 3.131
H 3.105 -0.562 3.787
*
```

Results of the natural (NBO) charge analysis, in e, for atoms 1 through 4: atom 1 (Cr): 0.61, atom 2 (S): -0.88, atom 3 (Sb): 0.55, atom 4 (S): -0.34


2.
Computed, not measured: a 2-piece molecular cluster, C3H9OS overall at a distorted geometry, with ωB97M-V with the def2-TZVPD basis set.

## Properties
energy relative to the best compared isomer or geometry (same formula, charge and spin) = 0.342 eV
F_max = 1.82 eV/A
DFT total energy = -16140.715 eV
E_HOMO = -2.67 eV

The geometry in ORCA input format:
```
! RIJCOSX wB97M-V def2-TZVPD def2/J DEFGRID3
* xyz -1 1
C -0.742 -1.883 -0.932
C 0.592 -1.191 -0.732
C 0.774 -0.723 0.747
S -0.325 0.605 1.292
H -0.850 -2.746 -0.241
H -0.776 -2.361 -1.908
H -1.527 -1.157 -0.687
H 1.386 -1.953 -0.846
H 0.666 -0.274 -1.322
H 1.859 -0.538 0.855
H 0.678 -1.599 1.386
H 0.025 1.786 -0.544
H -0.753 2.752 -1.497
O 0.114 2.399 -1.318
*
```

Results of the natural (NBO) charge analysis, in e, for atoms 1 through 4: atom 1 (C): -0.62, atom 2 (C): -0.42, atom 3 (C): -0.51, atom 4 (S): -0.68


3.
Computed, not measured: a 2-piece molecular cluster, C3H7N2O2 overall, with ωB97M-V with the def2-TZVPD basis set.

## Properties
energy relative to the best compared isomer or geometry (same formula, charge and spin) = 0.000 eV
F_max = 0.54 eV/A
DFT total energy = -10301.635 eV
E_HOMO = -4.37 eV

The geometry in ORCA input format:
```
! RIJCOSX wB97M-V def2-TZVPD def2/J DEFGRID3
* xyz -1 1
N 1.050 -2.211 0.727
C 0.139 -2.629 -0.284
O -0.145 -3.833 -0.303
O -0.297 -1.710 -1.042
H 0.980 -1.258 1.044
H 1.135 -2.898 1.455
C -0.694 2.979 -0.033
C -0.685 1.636 -0.036
N 0.322 0.781 -0.320
H 0.182 3.548 -0.329
H -1.596 3.507 0.241
H -1.594 1.117 0.264
H 1.133 1.178 -0.775
H 0.069 -0.209 -0.610
*
```

Results of the natural (NBO) charge analysis, in e, for atoms 1 through 4: atom 1 (N): -0.92, atom 2 (C): 0.87, atom 3 (O): -0.78, atom 4 (O): -0.82


4.
Computed, not measured: C27H20F5N8OPtS2Se as an isolated structure, with ωB97M-V with the def2-TZVPD basis set.

## Properties
energy relative to the best compared isomer or geometry (same formula, charge and spin) = 0.860 eV
F_max = 0.71 eV/A
DFT total energy = -146114.570 eV
E_HOMO (alpha / beta) = -15.70 / -15.70 eV

The geometry in ORCA input format:
```
! RIJCOSX wB97M-V def2-TZVPD def2/J DEFGRID3
* xyz 3 5
Pt 0.778 -0.553 -1.251
Se -1.606 4.425 -6.603
N -1.010 2.766 -6.684
C -0.591 2.451 -5.487
C -0.021 1.155 -5.144
C 0.207 0.145 -6.087
C 0.762 -1.047 -5.678
C 1.058 -1.225 -4.333
N 0.828 -0.276 -3.426
C 0.313 0.911 -3.819
C 0.158 1.941 -2.796
N 0.517 1.622 -1.535
C 0.477 2.541 -0.579
C 0.067 3.843 -0.833
C -0.337 4.180 -2.107
C -0.303 3.216 -3.115
C -0.723 3.472 -4.485
N -1.246 4.603 -4.884
H -0.056 0.325 -7.122
H 0.971 -1.842 -6.380
H 1.500 -2.146 -3.976
H 0.785 2.224 0.410
H 0.067 4.575 -0.037
H -0.677 5.179 -2.349
F 4.208 -6.053 1.300
C 3.788 -4.837 1.102
C 3.008 -4.549 -0.024
F 2.715 -5.501 -0.885
C 2.535 -3.278 -0.204
F 1.749 -3.045 -1.261
C 2.835 -2.235 0.697
S 2.309 -0.619 0.539
C 3.637 -2.563 1.812
F 3.924 -1.617 2.699
C 4.101 -3.836 2.023
F 4.822 -4.122 3.086
N -1.059 -1.180 -0.398
C -1.855 -1.672 0.293
N -2.744 -2.250 1.029
C -3.239 -3.613 0.702
C -4.635 -3.477 0.115
O -5.479 -2.776 1.006
C -5.037 -1.465 1.282
C -3.652 -1.488 1.916
H -3.286 -4.175 1.634
H -2.556 -4.104 0.012
H -5.073 -4.463 -0.025
H -4.583 -2.967 -0.855
H -5.751 -1.036 1.981
H -5.018 -0.857 0.368
H -3.697 -2.017 2.868
H -3.264 -0.483 2.073
C -0.185 3.757 5.009
N 1.133 3.117 4.916
C 2.245 3.569 5.530
C 3.280 2.707 5.220
N 2.763 1.762 4.416
C 1.428 1.978 4.204
S 0.411 1.033 3.290
H -0.454 3.875 6.055
H -0.917 3.131 4.511
H -0.150 4.734 4.532
H 2.248 4.453 6.149
H 4.311 2.717 5.536
H 3.260 0.962 4.046
*
```

Results of the natural (NBO) charge analysis, in e, for atoms 1 through 4: atom 1 (Pt): 1.14, atom 2 (Se): 1.10, atom 3 (N): -0.58, atom 4 (C): 0.10


5.
Computed, not measured: one molecule with the formula C5H8O2 at a distorted geometry, with ωB97M-V with the def2-TZVPD basis set.

## Properties
energy relative to the best compared isomer or geometry (same formula, charge and spin) = 1.642 eV
F_max = 2.68 eV/A
DFT total energy = -9408.190 eV
E_HOMO = -9.71 eV
structure (SMILES) = C1O[C@H]2C[C@@H]1CO2

The geometry in ORCA input format:
```
! RIJCOSX wB97M-V def2-TZVPD def2/J DEFGRID3
* xyz 0 1
C 0.893 -0.021 1.260
O 1.652 0.587 0.213
C 0.614 0.639 -0.998
C -0.645 1.050 -0.309
C -0.623 -0.179 0.609
C -0.490 -1.280 -0.460
O 0.339 -0.639 -1.463
H 0.898 0.576 2.200
H 1.284 -1.029 1.517
H 0.919 1.270 -1.851
H -1.318 1.067 -1.179
H -0.631 2.021 0.187
H -1.493 -0.307 1.277
H 0.036 -2.162 -0.082
H -1.418 -1.621 -0.953
*
```

Results of the natural (NBO) charge analysis, in e, for atoms 1 through 4: atom 1 (C): -0.07, atom 2 (O): -0.56, atom 3 (C): 0.37, atom 4 (C): -0.47